Entry 1:
Formula: C28H42BrN3P2Pd
Source: OMol25
Level of theory: ωB97M-V with the def2-TZVPD basis set

Last column: Löwdin charge in e.
Atoms and positions in Å:
C -0.64 6.27 -3.51  0.00
C -0.79 4.93 -3.98  -0.20
C -1.12 4.85 -5.36  0.00
C -1.33 6.02 -6.13  -0.10
N -1.20 7.27 -5.65  0.09
C -0.86 7.38 -4.35  -0.10
C -0.63 3.77 -3.10  0.15
C -0.58 3.00 -2.09  -0.08
C -1.30 2.62 -0.84  -0.41
C -0.33 2.62 0.27  -0.13
C -0.86 2.42 1.57  -0.10
C -2.21 2.14 1.72  -0.72
C -3.15 2.35 0.68  -0.10
C -2.69 2.53 -0.60  -0.03
Pd -0.10 1.18 -1.26  0.80
P 1.74 -1.34 0.87  0.94
H -1.26 3.90 -5.86  0.11
H -0.38 6.47 -2.46  0.12
H -1.61 5.97 -7.19  0.12
H -0.76 8.41 -3.97  0.12
H -3.28 2.74 -1.47  0.13
H 0.70 3.02 0.19  0.14
H -4.22 2.31 0.82  0.12
H -0.27 2.54 2.47  0.09
C 1.95 -2.84 1.96  -0.41
C 2.90 -3.94 1.49  -0.14
H 0.94 -3.24 2.15  0.05
H 2.31 -2.44 2.93  0.08
H 2.95 -4.71 2.28  0.09
H 2.54 -4.45 0.57  0.06
H 3.92 -3.58 1.33  0.07
C 2.64 -1.70 -0.71  -0.44
C 3.36 -0.48 -1.27  -0.16
H 1.91 -2.07 -1.43  0.04
H 3.33 -2.53 -0.53  0.06
H 3.31 -0.49 -2.36  0.08
H 2.89 0.46 -0.95  0.04
H 4.41 -0.43 -0.99  0.08
C 3.10 -0.41 1.71  -0.45
C 4.51 -0.97 1.66  -0.12
H 2.76 -0.41 2.75  0.03
H 3.04 0.63 1.36  0.06
H 5.20 -0.14 1.85  0.09
H 4.67 -1.72 2.44  0.08
H 4.78 -1.41 0.70  0.05
Br -2.72 1.08 3.08  0.92
P -2.09 -2.99 -0.62  1.20
C -0.33 -3.46 -0.70  -0.39
C 0.00 -4.91 -1.06  -0.11
H 0.09 -3.18 0.28  0.03
H 0.09 -2.79 -1.47  0.07
H 1.08 -5.03 -1.21  0.08
H -0.33 -5.60 -0.27  0.09
H -0.50 -5.20 -2.00  0.08
C -2.68 -3.04 1.09  -0.37
C -4.18 -3.36 1.21  -0.13
H -2.43 -2.06 1.54  0.08
H -2.09 -3.81 1.61  0.10
H -4.48 -3.36 2.27  0.09
H -4.79 -2.63 0.67  0.08
H -4.41 -4.35 0.80  0.08
C -2.28 -1.27 -1.12  -0.39
C -2.68 -1.18 -2.60  -0.13
H -1.32 -0.74 -0.91  0.04
H -3.04 -0.82 -0.46  0.09
H -2.97 -0.15 -2.86  0.08
H -1.85 -1.49 -3.24  0.08
H -3.53 -1.83 -2.81  0.08
N 0.05 -0.30 4.32  -0.05
C 0.36 0.38 5.45  -0.08
C 1.32 1.32 5.08  -0.05
C 1.46 1.20 3.70  -0.19
N 0.70 0.17 3.24  -0.03
H -0.62 -1.04 4.18  0.13
H -0.08 0.14 6.39  0.12
H 1.86 2.01 5.70  0.10
H 2.10 1.76 3.03  0.10

As for the LUMO energy (alpha / beta): -6.41 / -8.85 eV. The multiplicity is 3. As for the charge: +2. The HOMO-LUMO gap (alpha / beta) comes out at 6.955 / 4.520 eV. As for the largest force on an atom: 4.58 eV/A. Its molar mass is 668.9 g/mol. For the energy above the lowest of the compared OMol25 structures with the same formula, charge and spin, the calculation gives 126.1 kcal per mole.

Entry 2:
Formula: H8O4
Source: OMol25
Level of theory: ωB97M-V with the def2-TZVPD basis set

Last column: Löwdin charge in e.
Atoms and positions in Å:
O -0.20 1.09 -0.25  -0.05
H 0.30 0.29 -0.04  0.00
H 0.44 1.81 -0.21  0.05
O 1.59 -1.17 0.40  -0.04
H 2.18 -1.37 1.13  0.07
H 2.12 -1.27 -0.40  0.07
O -0.47 -1.19 2.68  -0.06
H -1.36 -0.87 2.51  0.04
H -0.03 -1.17 1.82  -0.01
O -1.87 1.12 -2.64  -0.08
H -1.39 1.07 -1.80  -0.02
H -1.31 1.66 -3.22  0.02

As for the structure (SMILES): O.O.O.O. As for the LUMO energy: 0.16 eV. The HOMO-LUMO gap comes out at 10.959 eV. As for the largest force on an atom: 0.14 eV/A. Its molar mass is 72.1 g/mol. For the energy above the lowest of the compared OMol25 structures with the same formula, charge and spin, the calculation gives 15.9 kcal per mole.

Entry 3:
Formula: C2HF2NO3
Source: OMol25
Level of theory: ωB97M-V with the def2-TZVPD basis set

Last column: Löwdin charge in e.
Atoms and positions in Å:
C 1.35 -2.34 1.27  0.06
C -1.07 -1.77 -0.66  -0.33
N -0.35 -0.69 -0.90  -0.32
O 1.66 -3.40 1.62  0.03
O -0.39 0.20 0.14  0.10
O 0.23 -0.43 -1.89  0.06
F -1.10 -2.67 -1.67  0.14
F -1.64 -2.24 0.42  0.17
H 0.03 0.98 -0.14  0.10

As for the LUMO energy: 0.68 eV. The HOMO-LUMO gap comes out at 9.804 eV. As for the largest force on an atom: 5.74 eV/A. Its molar mass is 125.0 g/mol. For the energy above the lowest of the compared OMol25 structures with the same formula, charge and spin, the calculation gives 19.2 kcal per mole.

Entry 4:
Formula: C47H121CuN6O17
Source: OMol25
Level of theory: ωB97M-V with the def2-TZVPD basis set

Last column: Löwdin charge in e.
Atoms and positions in Å:
Cu 26.01 -34.47 -7.14  0.94
C 24.36 -30.05 -2.01  -0.07
C 24.33 -31.56 -1.96  -0.54
C 23.02 -31.99 -1.28  -0.06
O 24.62 -32.19 -3.17  0.03
H 25.35 -29.70 -2.30  0.08
H 24.11 -29.61 -1.04  0.09
H 23.61 -29.72 -2.73  0.08
H 25.09 -31.79 -1.20  0.15
H 22.83 -31.48 -0.34  0.08
H 23.10 -33.07 -1.16  0.08
H 22.16 -31.79 -1.91  0.08
C 32.16 -30.08 1.45  -0.13
O 32.56 -30.79 2.57  -0.19
C 31.49 -31.27 3.42  -0.20
C 32.13 -31.76 4.72  -0.23
N 32.76 -30.67 5.45  -0.07
C 33.53 -31.18 6.57  -0.20
C 34.53 -30.06 6.97  -0.20
O 35.43 -29.65 5.93  -0.20
C 36.38 -28.63 6.32  -0.09
H 33.05 -29.71 0.94  0.09
H 31.58 -29.21 1.77  0.09
H 31.64 -30.72 0.74  0.08
H 30.92 -32.09 2.99  0.11
H 30.74 -30.52 3.68  0.12
H 32.72 -32.67 4.58  0.11
H 31.27 -32.09 5.31  0.11
H 33.38 -30.23 4.79  0.10
H 34.01 -32.10 6.24  0.11
H 32.82 -31.44 7.36  0.12
H 35.17 -30.44 7.76  0.11
H 33.95 -29.23 7.36  0.12
H 35.89 -27.91 6.97  0.08
H 36.82 -28.10 5.48  0.09
H 37.15 -29.05 6.97  0.08
C 27.83 -38.93 -2.70  -0.10
O 28.86 -39.81 -3.24  -0.19
C 29.98 -40.06 -2.38  -0.21
C 30.78 -41.24 -2.97  -0.22
N 31.24 -40.96 -4.32  -0.05
C 32.13 -42.04 -4.86  -0.19
C 33.46 -41.99 -4.14  -0.21
O 34.11 -40.69 -4.39  -0.19
C 35.15 -40.42 -3.44  -0.11
H 28.12 -38.09 -2.08  0.08
H 27.21 -39.53 -2.03  0.08
H 27.18 -38.52 -3.48  0.07
H 29.71 -40.30 -1.35  0.11
H 30.63 -39.21 -2.22  0.12
H 30.29 -42.22 -2.94  0.12
H 31.63 -41.40 -2.30  0.10
H 31.90 -40.20 -4.21  0.09
H 32.34 -41.92 -5.93  0.11
H 31.62 -43.00 -4.81  0.12
H 34.02 -42.78 -4.65  0.12
H 33.39 -42.25 -3.09  0.11
H 36.06 -40.94 -3.71  0.08
H 34.90 -40.73 -2.42  0.08
H 35.37 -39.36 -3.30  0.08
C 15.22 -29.56 9.37  -0.12
O 16.51 -29.11 9.05  -0.19
C 16.98 -29.26 7.70  -0.21
C 17.15 -30.71 7.29  -0.23
N 17.72 -30.82 5.96  -0.09
C 17.84 -32.16 5.41  -0.19
C 18.86 -32.96 6.26  -0.22
O 18.32 -33.47 7.47  -0.20
C 19.23 -34.18 8.28  -0.12
H 14.99 -29.45 10.43  0.09
H 15.12 -30.65 9.29  0.07
H 14.52 -29.20 8.63  0.09
H 17.92 -28.72 7.64  0.13
H 16.35 -28.69 7.02  0.12
H 16.24 -31.30 7.39  0.12
H 17.89 -31.09 8.00  0.12
H 17.20 -30.22 5.34  0.10
H 18.19 -32.05 4.38  0.12
H 16.88 -32.67 5.47  0.11
H 19.76 -32.37 6.41  0.12
H 19.18 -33.79 5.63  0.11
H 18.66 -34.71 9.04  0.09
H 20.01 -33.57 8.73  0.09
H 19.69 -35.00 7.73  0.08
C 12.57 -35.95 1.73  -0.13
O 13.79 -36.23 1.09  -0.21
C 14.02 -35.36 -0.04  -0.19
C 15.46 -35.68 -0.51  -0.21
N 15.43 -36.97 -1.18  -0.07
C 16.75 -37.46 -1.61  -0.19
C 17.82 -37.75 -0.49  -0.18
O 17.60 -38.96 0.26  -0.21
C 17.30 -40.16 -0.42  -0.13
H 12.43 -34.93 2.08  0.09
H 12.51 -36.66 2.55  0.09
H 11.75 -36.23 1.06  0.08
H 13.99 -34.30 0.22  0.11
H 13.23 -35.60 -0.75  0.12
H 16.16 -35.79 0.32  0.11
H 15.76 -34.85 -1.15  0.12
H 15.04 -37.56 -0.47  0.10
H 17.23 -36.77 -2.30  0.11
H 16.48 -38.33 -2.21  0.10
H 17.86 -37.02 0.32  0.11
H 18.76 -37.78 -1.03  0.11
H 18.03 -40.32 -1.22  0.08
H 16.29 -40.24 -0.80  0.08
H 17.53 -40.91 0.34  0.09
C 28.89 -30.57 -13.89  -0.10
O 28.42 -31.25 -12.75  -0.22
C 28.32 -32.67 -12.88  -0.19
C 27.93 -33.34 -11.50  -0.22
N 26.92 -32.66 -10.78  -0.06
C 25.70 -32.52 -11.58  -0.22
C 24.66 -31.78 -10.84  -0.23
O 24.15 -32.60 -9.79  -0.20
C 23.12 -31.95 -9.10  -0.13
H 29.43 -29.71 -13.50  0.10
H 28.05 -30.32 -14.53  0.09
H 29.53 -31.17 -14.54  0.09
H 29.25 -33.05 -13.30  0.12
H 27.55 -32.88 -13.63  0.11
H 28.81 -33.44 -10.85  0.11
H 27.55 -34.36 -11.53  0.11
H 27.30 -31.73 -10.81  0.10
H 25.33 -33.42 -12.06  0.14
H 25.98 -31.87 -12.41  0.11
H 23.85 -31.54 -11.53  0.13
H 25.01 -30.82 -10.47  0.13
H 22.34 -31.56 -9.74  0.09
H 23.51 -31.03 -8.67  0.09
H 22.73 -32.56 -8.28  0.09
C 26.96 -19.68 -8.09  -0.09
O 26.36 -20.40 -6.98  -0.21
C 27.26 -21.42 -6.50  -0.20
C 26.54 -22.43 -5.48  -0.20
N 25.49 -23.05 -6.26  -0.07
C 24.31 -23.35 -5.43  -0.20
C 23.07 -23.58 -6.31  -0.23
O 22.00 -23.78 -5.42  -0.20
C 20.81 -24.27 -6.04  -0.10
H 27.93 -19.26 -7.84  0.08
H 26.35 -18.83 -8.38  0.08
H 27.04 -20.34 -8.96  0.08
H 28.17 -21.01 -6.05  0.11
H 27.59 -22.06 -7.32  0.11
H 26.22 -21.90 -4.58  0.11
H 27.33 -23.11 -5.16  0.11
H 25.25 -22.28 -6.88  0.08
H 24.13 -22.54 -4.72  0.12
H 24.48 -24.26 -4.87  0.12
H 23.23 -24.48 -6.91  0.12
H 23.02 -22.71 -6.97  0.12
H 21.13 -25.18 -6.56  0.08
H 20.50 -23.51 -6.76  0.09
H 19.98 -24.54 -5.39  0.09
C 18.99 -26.93 0.23  -0.09
C 17.53 -26.60 0.65  -0.32
O 16.83 -27.81 0.68  -0.09
H 19.48 -27.46 1.05  0.07
H 19.63 -26.11 -0.07  0.06
H 19.00 -27.54 -0.67  0.06
H 17.01 -25.95 -0.05  0.11
H 17.54 -26.21 1.66  0.11
H 16.48 -27.97 -0.20  0.08
C 28.82 -27.68 -8.62  -0.08
C 29.00 -28.37 -7.26  -0.33
O 27.98 -29.31 -7.14  -0.09
H 29.45 -26.79 -8.58  0.07
H 27.83 -27.32 -8.92  0.07
H 29.14 -28.30 -9.46  0.07
H 29.00 -27.68 -6.42  0.11
H 29.97 -28.87 -7.25  0.10
H 27.73 -29.48 -6.23  0.08
C 27.21 -23.00 1.00  -0.10
C 25.81 -23.40 1.23  -0.38
O 25.05 -22.33 1.72  -0.06
H 27.20 -22.03 0.49  0.08
H 27.67 -23.82 0.47  0.08
H 27.75 -22.91 1.94  0.08
H 25.86 -24.30 1.85  0.10
H 25.34 -23.79 0.32  0.11
H 24.10 -22.38 1.60  0.09
C 25.02 -37.01 3.58  -0.08
C 26.35 -37.82 3.83  -0.32
O 26.39 -38.43 5.08  -0.08
H 25.06 -36.49 2.62  0.06
H 24.90 -36.21 4.31  0.07
H 24.11 -37.62 3.63  0.06
H 27.19 -37.13 3.74  0.10
H 26.50 -38.63 3.11  0.10
H 25.87 -39.23 5.03  0.08

As for the LUMO energy (alpha / beta): -6.67 / -6.67 eV. The multiplicity is 2. As for the charge: +1. The HOMO-LUMO gap (alpha / beta) comes out at 2.874 / 2.874 eV. As for the largest force on an atom: 2.64 eV/A. Its molar mass is 1106.1 g/mol. For the energy above the lowest of the compared OMol25 structures with the same formula, charge and spin, the calculation gives 112.3 kcal per mole.

Entry 5:
Formula: C16H42CaClF7N2O4P2SSi2
Source: OMol25
Level of theory: ωB97M-V with the def2-TZVPD basis set

Last column: Löwdin charge in e.
Atoms and positions in Å:
C -0.28 2.04 3.59  0.04
C 0.98 1.65 3.49  -0.23
C 1.44 0.65 2.47  -0.28
P 2.20 1.38 0.96  1.01
C 3.88 0.74 0.74  -0.31
C 4.02 -0.60 0.00  -0.16
C 1.08 1.21 -0.46  -0.31
N 1.09 -0.09 -1.11  -0.14
C 0.34 -1.12 -0.40  -0.12
S 2.53 3.52 1.17  0.52
C 1.06 4.39 1.50  -0.14
O 3.56 3.71 2.15  -0.28
O 2.96 3.81 -0.17  -0.34
H -0.69 2.45 4.50  0.08
H -0.95 1.96 2.73  0.08
H 1.72 2.04 4.17  0.11
H 0.62 0.02 2.14  0.08
H 2.21 0.00 2.89  0.09
H 4.26 0.62 1.76  0.09
H 4.46 1.52 0.25  0.10
H 3.14 -1.25 0.08  0.05
H 4.93 -1.12 0.32  -0.04
H 4.17 -0.40 -1.06  0.07
H 1.31 2.00 -1.18  0.10
H 0.07 1.43 -0.06  0.11
H 0.67 0.03 -2.03  0.11
H 0.30 -2.01 -1.04  0.09
H -0.70 -0.86 -0.19  0.06
H 0.86 -1.44 0.51  0.06
H 1.09 5.34 0.95  0.09
H 1.06 4.66 2.55  0.08
H 0.16 3.84 1.23  0.07
O 4.38 1.43 -5.68  0.06
C 3.76 0.99 -4.74  -0.60
N 3.86 1.55 -3.49  0.16
C 2.85 -0.21 -4.85  0.00
H 3.35 1.20 -2.70  0.06
H 4.45 2.35 -3.38  0.11
H 3.43 -1.06 -5.20  0.09
H 2.07 0.01 -5.58  0.09
H 2.38 -0.47 -3.90  0.05
O -3.08 -3.75 -1.07  -0.27
Si -4.31 -3.38 -2.09  0.34
C -4.77 -1.58 -1.95  -0.16
C -5.82 -4.41 -1.69  -0.16
C -3.78 -3.74 -3.85  -0.17
Si -2.79 -3.70 0.55  0.34
C -1.04 -4.30 0.91  -0.18
C -3.96 -4.82 1.45  -0.18
C -2.88 -1.95 1.17  -0.18
H -5.17 -1.36 -0.96  0.04
H -5.52 -1.31 -2.69  0.03
H -3.89 -0.94 -2.11  0.02
H -5.58 -5.48 -1.70  0.03
H -6.60 -4.23 -2.43  0.03
H -6.20 -4.15 -0.71  0.04
H -3.53 -4.79 -3.98  0.03
H -2.91 -3.14 -4.13  0.02
H -4.60 -3.50 -4.54  0.03
H -0.86 -5.32 0.58  0.02
H -0.86 -4.25 1.99  0.02
H -0.31 -3.65 0.40  -0.02
H -4.97 -4.43 1.36  0.01
H -3.71 -4.86 2.51  0.03
H -3.91 -5.84 1.05  0.03
H -3.91 -1.59 1.09  0.01
H -2.21 -1.29 0.60  -0.01
H -2.60 -1.91 2.23  0.04
F -5.40 -2.48 2.12  -0.68
Cl 5.63 -3.25 0.88  -0.15
Ca 4.37 -4.10 2.52  1.25
F 1.21 8.68 1.24  -0.21
P 1.58 8.24 2.79  0.37
F 2.05 9.81 2.98  -0.20
F 2.15 7.04 3.81  -0.24
F 0.37 7.13 2.44  -0.24
F 0.62 8.64 4.06  -0.20
F 3.12 8.01 2.20  -0.22

As for the LUMO energy: -5.22 eV. The HOMO-LUMO gap comes out at 1.560 eV. As for the largest force on an atom: 2.78 eV/A. Its molar mass is 685.2 g/mol.